206
Properties=species:S:1:pos:R:3:forces:R:3:mulliken_charge:R:1 method="wB97M-V/def2-TZVPD" energy_ha=-6541.60671 homo_energy_ev=-9.376 charge=0 largest_force_ev_per_a=3.15 lumo_ev=0.446
N 0.031 1.414 5.504 0.1 -0.6 0.4 -0.360
C 1.356 1.490 5.422 -1.0 1.0 0.0 -0.871
C 2.147 0.489 4.947 1.1 -0.1 -0.2 0.050
C 1.608 -0.742 4.668 -1.0 0.7 0.8 -0.850
C 0.263 -0.906 4.911 -0.1 -0.2 -0.2 -0.104
C -0.476 0.207 5.275 -0.8 0.1 0.2 -0.038
H 1.722 2.448 5.725 0.7 0.4 -0.1 0.338
H 3.183 0.707 4.777 0.5 -0.2 0.1 0.522
H 2.160 -1.561 4.338 1.1 -1.1 -0.7 0.647
H -0.176 -1.871 4.693 -0.3 0.1 0.2 0.345
H -1.552 0.174 5.414 0.0 -0.4 -0.2 0.261
N 5.912 4.851 2.359 -0.2 -0.4 -0.3 -0.575
C 5.435 4.104 1.345 0.4 0.6 0.1 -0.739
C 4.515 3.107 1.528 -1.1 -1.0 -0.4 0.317
C 4.119 2.768 2.818 0.3 0.4 0.1 2.021
C 4.612 3.511 3.865 0.3 0.3 0.6 -0.501
C 5.477 4.565 3.588 0.5 -0.1 -0.8 -0.892
H 5.818 4.291 0.339 -0.1 0.2 0.3 0.421
H 4.058 2.584 0.669 0.6 0.2 0.5 -0.334
H 3.477 1.940 3.045 -0.4 -0.2 -0.4 -0.678
H 4.329 3.308 4.901 0.1 0.0 -0.3 0.321
H 5.912 5.215 4.334 -0.2 -0.1 0.4 0.478
N 1.696 -4.846 -0.468 0.2 -1.9 -0.2 -0.217
C 2.352 -5.763 0.269 -0.4 1.0 0.0 -0.649
C 3.420 -5.433 1.070 0.0 0.6 0.1 -0.475
C 3.791 -4.099 1.136 0.8 0.6 -0.3 -0.697
C 3.160 -3.149 0.289 1.9 -1.0 2.3 -0.081
C 2.171 -3.614 -0.486 -1.8 0.5 -1.5 0.354
H 2.053 -6.795 0.347 -0.7 -0.1 -0.6 0.327
H 3.872 -6.227 1.644 0.3 0.2 0.2 0.440
H 4.650 -3.851 1.774 -0.5 0.3 -0.2 0.418
H 3.375 -2.101 0.304 0.3 0.3 0.0 0.411
H 1.687 -2.904 -1.173 -0.1 -0.4 0.3 0.104
N -1.629 1.739 -3.717 1.2 0.6 -0.4 0.799
C -0.354 1.720 -4.191 -1.3 -0.7 0.4 -0.682
C 0.227 2.753 -4.871 0.1 0.8 -0.4 -0.790
C -0.547 3.886 -5.029 0.2 1.2 -0.4 -0.919
C -1.857 3.978 -4.552 2.3 0.9 -0.8 -1.029
C -2.301 2.885 -3.914 -1.4 -1.7 0.8 -0.209
H 0.193 0.800 -4.107 0.1 -0.4 0.4 1.064
H 1.231 2.686 -5.303 -0.5 0.0 0.3 0.346
H -0.103 4.743 -5.524 -0.1 0.0 -0.1 0.405
H -2.405 4.904 -4.636 -0.2 -0.1 -0.1 0.507
H -3.328 2.915 -3.587 -0.3 -0.3 0.4 0.363
N 0.408 5.033 3.931 -0.1 0.6 -1.1 0.089
C 1.418 5.141 4.761 0.7 0.1 0.7 -0.475
C 2.638 5.792 4.487 -1.9 -0.7 0.7 -0.938
C 2.780 6.356 3.275 0.1 1.0 -1.8 -0.355
C 1.714 6.315 2.358 0.1 -0.2 0.0 -0.758
C 0.568 5.658 2.740 -0.7 -0.5 -0.6 -0.018
H 1.261 4.687 5.732 0.1 -0.1 0.1 0.694
H 3.367 5.896 5.246 0.7 -0.1 0.6 0.579
H 3.708 6.845 3.029 0.1 0.2 -0.2 0.420
H 1.712 6.726 1.342 0.4 0.0 0.5 0.513
H -0.248 5.594 1.980 0.5 -0.1 0.9 0.208
N 3.430 2.531 -3.323 -0.5 -1.1 -0.3 -0.552
C 3.273 2.202 -2.024 0.6 0.1 -1.2 -0.938
C 3.050 0.913 -1.604 -0.1 -0.2 0.1 1.030
C 2.997 -0.105 -2.523 -0.8 -0.4 0.0 -0.338
C 3.103 0.190 -3.868 0.5 -0.4 0.0 -0.340
C 3.312 1.503 -4.217 0.0 1.3 0.2 -1.135
H 3.401 2.977 -1.287 -0.1 0.4 -0.1 0.586
H 2.899 0.664 -0.577 0.2 0.2 0.5 0.010
H 2.721 -1.083 -2.152 0.3 -0.3 -0.2 0.387
H 3.123 -0.567 -4.644 -0.3 0.0 0.1 0.515
H 3.319 1.725 -5.295 0.3 0.3 0.6 0.736
N 0.035 -2.894 -3.610 0.2 0.5 -0.1 0.814
C 0.780 -3.261 -4.643 0.1 -0.7 -0.1 -0.216
C 0.845 -4.584 -5.103 -0.4 1.3 0.2 -1.189
C 0.043 -5.497 -4.473 0.2 -1.4 -0.4 -0.427
C -0.732 -5.128 -3.391 0.1 -0.7 -0.2 -1.418
C -0.691 -3.824 -2.999 -0.1 0.6 0.0 -0.396
H 1.325 -2.483 -5.148 0.2 0.2 0.0 0.379
H 1.418 -4.827 -5.975 0.3 -0.1 -0.2 0.517
H 0.046 -6.532 -4.845 -0.1 0.4 0.3 0.363
H -1.320 -5.866 -2.878 -0.3 -0.1 0.2 0.597
H -1.303 -3.453 -2.201 -0.3 0.0 0.5 0.867
N -3.976 3.585 2.219 0.3 0.6 0.0 -0.531
C -4.409 2.417 2.677 -0.4 0.2 -0.3 -0.694
C -3.982 1.876 3.885 0.3 0.8 -0.4 -0.036
C -3.104 2.625 4.639 0.0 -0.2 0.9 0.015
C -2.663 3.863 4.195 1.0 -0.4 0.7 -0.378
C -3.092 4.267 2.972 -0.9 0.2 -0.5 -0.293
H -5.192 1.954 2.073 0.4 -0.2 0.2 0.647
H -4.296 0.922 4.221 -0.4 -0.8 0.2 0.144
H -2.838 2.246 5.621 0.3 0.1 -0.1 0.387
H -1.886 4.468 4.682 -0.6 -0.5 0.1 0.293
H -2.779 5.257 2.673 0.0 0.0 -0.7 0.422
N -0.543 6.366 -0.968 0.4 -1.8 -0.9 -0.594
C -1.611 5.823 -0.330 0.7 1.5 -0.1 -1.152
C -1.845 4.479 -0.166 0.3 0.2 -0.7 -0.859
C -0.933 3.619 -0.758 -0.9 -1.5 0.8 1.799
C 0.136 4.075 -1.464 -0.1 0.8 -0.6 0.456
C 0.266 5.450 -1.582 0.5 0.6 0.6 -1.255
H -2.287 6.565 0.100 0.1 -0.2 0.0 0.454
H -2.740 4.162 0.335 -0.1 -0.3 0.2 0.475
H -1.043 2.550 -0.619 -0.2 0.1 -0.1 -0.147
H 0.805 3.432 -2.024 0.0 -0.1 0.3 0.394
H 1.171 5.716 -2.156 -0.7 0.9 0.3 0.445
N -3.110 -1.094 -5.374 -0.7 0.1 -0.1 0.014
C -4.268 -1.366 -5.955 -1.5 -0.7 0.3 -0.551
C -5.357 -1.950 -5.264 0.8 0.3 -1.7 -0.709
C -5.210 -2.278 -3.940 -1.6 -0.1 -0.1 -0.304
C -4.066 -1.916 -3.289 0.8 -0.4 -1.0 -0.464
C -3.055 -1.364 -4.075 0.4 0.4 1.1 0.434
H -4.452 -1.160 -7.014 0.6 0.1 0.2 0.377
H -6.227 -2.190 -5.880 0.1 0.0 0.5 0.381
H -6.049 -2.759 -3.442 0.3 0.0 0.2 0.460
H -3.914 -2.237 -2.285 0.3 0.3 0.7 0.280
H -2.146 -1.059 -3.571 0.2 -0.1 -0.1 0.101
N -4.025 -1.694 4.610 0.1 1.0 1.0 0.149
C -3.482 -2.740 3.992 -0.4 1.0 1.1 -0.241
C -2.747 -3.692 4.668 0.3 0.3 0.2 -0.437
C -2.511 -3.470 6.004 0.7 0.1 0.2 -0.745
C -2.985 -2.319 6.646 0.8 -1.9 1.0 -0.368
C -3.753 -1.483 5.952 -1.6 0.2 -2.7 -0.775
H -3.589 -2.827 2.934 -0.4 0.0 -0.6 0.612
H -2.357 -4.488 4.065 0.3 -0.5 0.3 0.443
H -1.864 -4.114 6.565 0.1 -0.5 0.2 0.426
H -2.843 -2.170 7.710 0.3 0.0 -0.1 0.458
H -4.234 -0.677 6.491 -0.2 0.4 -0.5 0.381
C -6.629 -0.967 2.148 1.1 -0.6 0.4 -0.682
O -6.073 -0.073 1.190 0.6 0.6 -1.1 -0.107
P -5.353 -0.622 -0.164 -2.3 1.2 0.0 -0.383
O -4.112 -1.345 -0.001 0.8 -0.9 0.4 1.104
O -6.565 -1.491 -0.802 0.7 0.7 -1.0 -0.264
C -7.706 -0.713 -1.296 0.0 0.7 2.1 -1.012
O -5.230 0.685 -1.081 -0.9 -1.2 0.5 -0.527
C -4.028 1.453 -1.206 0.5 0.2 1.8 0.450
H -5.999 -1.864 2.139 -0.5 -0.2 0.2 0.145
H -7.672 -1.151 1.995 -0.6 -0.4 -0.7 0.291
H -6.592 -0.555 3.150 0.5 0.4 0.0 0.264
H -8.253 -0.466 -0.370 -0.1 0.1 -0.4 0.259
H -8.402 -1.237 -1.931 0.5 -0.7 -0.3 0.270
H -7.368 0.227 -1.722 0.0 -0.2 -0.3 0.366
H -4.333 2.491 -1.069 0.1 0.1 -0.6 0.456
H -3.485 1.245 -2.130 -0.2 -0.1 0.2 -0.303
H -3.411 1.262 -0.294 0.0 -0.1 -0.9 -0.444
C -1.080 -4.519 0.734 -0.6 -1.6 -0.6 -0.490
O -2.509 -4.483 0.920 -1.3 -0.6 0.5 0.492
P -3.317 -5.854 1.232 1.4 1.3 1.0 0.659
O -2.465 -7.033 1.444 -0.7 0.4 -0.2 -0.799
O -4.362 -5.955 0.088 -0.7 0.1 -0.6 -0.429
C -5.326 -4.869 -0.096 0.8 -0.6 0.5 -0.567
O -4.199 -5.375 2.518 1.2 0.6 -1.5 0.041
C -4.714 -6.343 3.354 -1.2 -1.6 2.2 -0.966
H -0.879 -5.542 0.394 0.6 0.3 0.2 0.588
H -0.616 -4.353 1.699 0.4 0.4 -0.2 0.302
H -0.821 -3.875 -0.103 0.1 0.4 0.6 -0.297
H -5.901 -4.786 0.807 -0.8 -0.3 0.2 0.294
H -5.869 -5.140 -0.984 -0.3 0.2 -0.1 0.325
H -4.827 -3.921 -0.151 0.5 0.4 -0.6 0.164
H -4.950 -5.911 4.356 0.6 0.0 -0.7 0.238
H -4.045 -7.222 3.502 -0.3 0.7 -0.2 0.372
H -5.699 -6.715 3.036 0.3 0.0 -0.4 0.300
C 8.624 -0.316 0.838 0.4 0.3 0.6 -0.754
O 7.991 0.385 1.925 -0.2 -0.2 1.1 -0.194
P 7.612 -0.456 3.280 -0.9 1.7 -1.6 0.654
O 8.712 -1.226 3.866 -0.7 -0.2 -0.3 -0.772
O 6.982 0.683 4.247 0.3 -0.8 -0.9 -0.106
C 7.512 0.809 5.570 -0.4 -0.1 0.3 -0.876
O 6.322 -1.217 2.731 0.2 -0.9 0.3 -0.161
C 5.138 -0.553 2.215 0.4 1.2 0.8 0.630
H 8.561 0.301 -0.064 -0.2 -0.2 0.3 0.228
H 8.225 -1.309 0.705 -0.5 -0.2 -0.3 0.325
H 9.660 -0.457 1.106 0.5 0.1 -0.1 0.305
H 8.387 0.196 5.634 0.6 -0.3 0.3 0.421
H 6.777 0.482 6.328 0.2 0.1 -0.5 0.263
H 7.768 1.843 5.743 0.0 0.3 0.0 0.259
H 4.760 0.068 3.051 -0.1 -0.4 -0.6 -0.207
H 4.360 -1.240 1.882 0.6 -0.2 0.3 -0.446
H 5.412 0.126 1.396 0.0 -0.3 0.1 0.248
C 3.972 -1.567 -7.824 -1.0 -0.8 0.1 -0.870
O 3.249 -0.458 -7.254 0.2 -0.4 0.5 -0.278
P 1.713 -0.250 -7.614 1.0 3.0 -0.2 0.511
O 1.344 -0.876 -8.870 -0.6 -0.5 -0.4 -0.842
O 0.916 -0.511 -6.307 -0.1 -0.3 0.2 1.009
C -0.546 -0.521 -6.298 0.2 -0.7 -0.5 -0.572
O 1.654 1.393 -7.602 -0.5 -1.6 0.3 -0.092
C 2.280 2.199 -8.575 1.1 0.2 0.0 -0.887
H 3.371 -1.946 -8.650 0.3 0.0 -0.2 0.400
H 4.095 -2.400 -7.111 -0.1 0.6 0.0 0.245
H 4.936 -1.239 -8.163 0.4 0.4 -0.1 0.267
H -0.894 -1.249 -7.062 0.1 0.5 0.7 0.547
H -0.934 0.470 -6.477 0.0 0.3 -0.3 0.596
H -0.833 -0.785 -5.291 0.2 -0.4 -0.1 -0.597
H 2.081 3.247 -8.277 0.0 -0.6 -0.5 0.254
H 1.992 1.944 -9.592 -0.6 0.2 0.0 0.309
H 3.373 2.028 -8.577 -0.3 0.2 0.3 0.319
C -1.397 -0.645 2.161 0.0 -0.8 -0.1 0.692
O 0.039 -0.680 2.143 0.7 0.1 -0.3 0.600
P 0.942 -0.006 1.015 -1.3 -0.8 -0.3 -1.432
O 2.369 -0.140 1.295 0.1 0.2 0.6 0.176
O 0.532 -0.748 -0.327 0.4 -0.1 0.2 1.256
C -0.406 -0.097 -1.145 -2.1 0.5 -1.1 1.497
O 0.341 1.440 0.730 0.9 0.3 0.9 0.405
C 0.635 2.437 1.780 -1.4 -0.7 0.2 0.533
H -1.844 -1.229 1.344 0.2 0.6 -0.2 -0.191
H -1.683 0.386 2.211 -0.6 0.5 -0.2 0.256
H -1.761 -1.163 3.049 0.5 0.3 0.2 -0.906
H -0.024 0.813 -1.588 0.4 0.2 0.1 -0.632
H -1.333 0.176 -0.590 0.6 -0.3 -0.3 -0.233
H -0.716 -0.702 -2.006 0.4 -0.4 0.5 -0.821
H -0.304 3.015 1.898 0.7 -0.2 -0.1 -0.469
H 1.472 3.083 1.497 -0.1 -0.4 0.1 -0.033
H 0.756 1.835 2.699 0.4 0.8 -0.1 -0.236